Entry 1:
Below is C51H46CdI2N2O9P4 as an isolated structure, with properties calculated with ωB97M-V with the def2-TZVPD basis set.

Last column: Löwdin charge in e.
Atoms and positions in Å:
Cd (0.6377, 0.2635, 0.5206)  1.367
I (0.2999, 1.5796, 7.9117)  0.825
C (0.6842, 1.7028, 5.8579)  -0.745
C (1.9906, 1.8025, 5.4069)  -0.233
C (2.2237, 1.8630, 4.0424)  -0.616
I (4.1938, 2.0977, 3.3698)  0.945
C (1.1957, 1.7943, 3.0802)  -0.462
O (1.4326, 1.8108, 1.7969)  -0.301
C (-0.1250, 1.7329, 3.5903)  -0.169
C (-1.2695, 1.7472, 2.6123)  -0.144
N (-1.3486, 0.5154, 1.7819)  -0.082
C (-1.7772, -0.6245, 2.6219)  -0.115
C (-1.5252, -2.0151, 2.0703)  -0.332
C (-2.2306, -3.0712, 2.9831)  -0.151
C (-1.4313, -4.3349, 3.0916)  -0.041
C (-0.2810, -4.5301, 2.4538)  -0.063
C (0.4213, -3.5172, 1.6076)  -0.251
N (-0.1480, -2.1681, 1.6622)  -0.115
C (-0.3655, 1.6837, 4.9541)  -0.128
H (2.8190, 1.8269, 6.1016)  0.078
H (-2.2103, 1.8865, 3.1531)  0.125
H (-1.1346, 2.5869, 1.9377)  0.089
H (-2.0596, 0.6561, 1.0725)  0.083
H (-1.2094, -0.5678, 3.5494)  0.127
H (-2.8324, -0.5288, 2.8725)  0.130
H (-2.5454, -2.7044, 3.9655)  0.149
H (-1.8432, -5.1261, 3.7123)  0.111
H (0.2353, -5.4778, 2.5677)  0.111
H (0.5135, -3.8468, 0.5735)  0.105
H (-1.3883, 1.6395, 5.3117)  0.099
O (-1.7426, 1.5611, -2.6924)  -0.053
C (-2.4276, 0.6450, -3.4729)  -0.238
C (-2.8491, 0.8740, -4.7801)  -0.018
C (-3.5842, -0.0990, -5.4413)  -0.070
C (-3.8975, -1.2980, -4.8227)  -0.079
C (-3.3976, -1.5505, -3.5569)  -0.076
C (-2.6369, -0.6060, -2.8752)  -0.271
P (-1.6628, -1.0468, -1.3677)  1.114
C (-2.9047, -1.6119, -0.1524)  -0.337
C (-4.1091, -1.0589, 0.0317)  -0.082
C (-4.9427, -1.4037, 1.2048)  -0.078
C (-4.6051, -2.3482, 2.0840)  -0.055
C (-3.3698, -3.1828, 1.9112)  -0.170
C (-2.3922, -2.5585, 0.8967)  -0.189
C (-0.9307, -2.6115, -2.0104)  -0.366
C (-1.5332, -3.8693, -1.9746)  -0.114
C (-0.8944, -4.9775, -2.5185)  -0.080
C (0.3537, -4.8397, -3.1122)  -0.086
C (0.9518, -3.5875, -3.1770)  -0.074
C (0.3104, -2.4836, -2.6330)  -0.113
C (-1.3670, 2.8246, -3.1056)  -0.258
C (-2.2033, 3.6654, -3.8371)  -0.025
C (-1.7489, 4.9151, -4.2228)  -0.064
C (-0.4763, 5.3436, -3.8678)  -0.069
C (0.3007, 4.5460, -3.0493)  -0.082
C (-0.1394, 3.2896, -2.6339)  -0.282
P (0.7077, 2.4716, -1.1995)  1.092
C (2.4659, 2.4817, -1.6867)  -0.373
C (2.8374, 2.4369, -3.0315)  -0.090
C (4.1725, 2.2999, -3.3854)  -0.074
C (5.1481, 2.2031, -2.4028)  -0.074
C (4.7838, 2.2307, -1.0645)  -0.079
C (3.4492, 2.3513, -0.7027)  -0.137
C (0.4857, 3.9316, -0.0824)  -0.372
C (-0.8389, 4.2681, 0.2042)  -0.134
C (-1.1435, 5.3913, 0.9569)  -0.079
C (-0.1192, 6.1985, 1.4381)  -0.082
C (1.1981, 5.8703, 1.1598)  -0.066
C (1.5014, 4.7459, 0.3991)  -0.074
H (-2.5971, 1.7818, -5.2997)  0.101
H (-3.9119, 0.0917, -6.4562)  0.109
H (-4.4852, -2.0470, -5.3383)  0.105
H (-3.5708, -2.5170, -3.0982)  0.103
H (-4.5036, -0.3426, -0.6843)  0.103
H (-5.8725, -0.8602, 1.3327)  0.100
H (-5.2638, -2.5830, 2.9161)  0.112
H (-3.6631, -4.2183, 1.7169)  0.148
H (-1.7931, -3.3413, 0.4421)  0.115
H (-2.5169, -3.9961, -1.5343)  0.105
H (-1.3760, -5.9479, -2.4800)  0.102
H (0.8591, -5.7063, -3.5218)  0.103
H (1.9325, -3.4663, -3.6214)  0.112
H (0.8006, -1.5173, -2.6656)  0.094
H (-3.2101, 3.3604, -4.0776)  0.116
H (-2.4005, 5.5622, -4.7974)  0.109
H (-0.1158, 6.3151, -4.1817)  0.107
H (1.2554, 4.9124, -2.6883)  0.118
H (2.0832, 2.5097, -3.8058)  0.100
H (4.4503, 2.2656, -4.4318)  0.104
H (6.1889, 2.0879, -2.6811)  0.105
H (5.5404, 2.1424, -0.2917)  0.105
H (3.1646, 2.3127, 0.3457)  0.041
H (-1.6439, 3.6466, -0.1812)  0.108
H (-2.1784, 5.6402, 1.1615)  0.105
H (-0.3487, 7.0804, 2.0258)  0.103
H (2.0011, 6.4948, 1.5338)  0.107
H (2.5345, 4.5081, 0.1922)  0.096
C (2.9243, -4.3085, 0.1888)  -0.067
C (3.2153, -3.0077, 0.9485)  -0.556
O (4.5573, -2.9847, 1.4330)  -0.062
P (2.0161, -2.7749, 2.4101)  0.686
O (2.1785, -3.9958, 3.4561)  -0.126
O (3.0079, -1.8306, 3.3179)  -0.183
O (0.8275, -1.5979, 2.5752)  -0.194
P (3.0971, -1.5857, -0.2202)  0.316
O (3.6120, -0.3723, 0.7250)  -0.209
O (3.9244, -1.7647, -1.4240)  -0.270
O (1.6019, -1.3360, -0.3587)  -0.458
H (2.6301, -5.1216, 0.8597)  0.085
H (3.8356, -4.5875, -0.3413)  0.095
H (2.1468, -4.1778, -0.5655)  0.060
H (4.7527, -3.8263, 1.8577)  0.099
H (2.7984, -3.7408, 4.1548)  0.092
H (3.2792, -1.0095, 2.8800)  0.030
H (4.5638, -0.2351, 0.6128)  0.080

Values from the calculation:
- Molar mass: 1321.05 g/mol
- HOMO-LUMO gap: 0.2792 hartree
- LUMO level: 0.0073 Ha
- Highest occupied orbital energy: -7.40 eV
- Largest force on an atom: 0.01824 hartree/bohr

Entry 2:
Below is an isolated ion of composition C3H6NO3 and charge +1 in a non-equilibrium geometry, with properties calculated with ωB97M-V with the def2-TZVPD basis set.

Last column: Löwdin charge in e.
Atoms and positions in Å:
N (-0.9696, 0.5231, 1.1201)  0.283
C (-0.2602, -0.1829, 0.0278)  -0.279
O (-1.1612, -1.1594, -0.3651)  0.045
C (0.6228, 0.7182, -1.3573)  0.123
O (1.7913, 0.0794, -0.7593)  0.071
C (1.2542, -0.6769, 0.1614)  -0.467
O (1.6911, -1.3746, 1.0020)  0.215
H (-0.4248, 0.4471, 1.9571)  0.166
H (-1.8804, -0.0330, 1.2134)  0.221
H (-1.0714, 1.5644, 1.1196)  0.207
H (-0.6064, -1.9376, -0.7282)  0.190
H (0.3567, 0.2468, -2.2425)  0.101
H (0.6579, 1.7853, -1.1490)  0.123

Values from the calculation:
- ΔE to the lowest compared entry with this formula, charge and spin: 2.702 eV
- Molar mass: 104.08 g/mol
- HOMO-LUMO gap: 0.3961 hartree
- LUMO level: -0.1510 Ha
- Highest occupied orbital energy: -14.89 eV
- SMILES: [NH3+][C@@]1(O)COC1=O
- Largest force on an atom: 0.11245 hartree/bohr
- Total charge: +1

Entry 3:
Below is C14H27O19Tl as an isolated structure in a non-equilibrium geometry, with properties calculated with ωB97M-V with the def2-TZVPD basis set.

Last column: Löwdin charge in e.
Atoms and positions in Å:
Tl (-0.9452, -0.2442, -0.4745)  1.263
O (1.4020, 0.7374, 0.8802)  -0.299
H (2.1162, 1.1865, 1.3729)  -0.043
O (-4.7473, 0.9392, -3.5299)  0.153
C (-3.7058, 0.3815, -2.9482)  -0.783
O (-3.7219, -0.8849, -2.8952)  0.062
O (-2.8416, 1.0071, -2.3155)  0.043
H (-5.1973, 0.1566, -3.8565)  0.122
O (1.1327, -3.0187, -3.8884)  0.182
C (0.3810, -2.4516, -2.9883)  -0.834
O (0.9741, -1.8352, -2.1109)  0.047
O (-0.8571, -2.4160, -2.9987)  0.100
H (1.9916, -2.8093, -3.5144)  0.118
C (-3.5758, -2.2794, 3.4235)  -0.057
O (-2.2634, -2.2428, 3.8974)  -0.033
C (-1.3185, -1.3465, 3.4357)  -0.502
O (-1.3911, -0.7483, 2.3718)  0.029
O (-0.2501, -1.3345, 4.2655)  -0.003
C (1.0583, -0.9191, 3.8775)  -0.015
H (-3.5681, -2.8780, 2.5127)  0.080
H (-3.8050, -1.2633, 3.1023)  0.104
H (-4.2616, -2.8535, 4.0465)  0.102
H (1.1803, -1.2436, 2.8441)  0.066
H (1.7949, -1.3191, 4.5743)  0.102
H (1.1659, 0.1577, 4.0072)  0.089
C (0.4016, 3.3693, 2.7955)  0.017
O (0.1875, 3.9524, 1.4861)  0.013
C (-0.5343, 3.3492, 0.6179)  -0.614
O (-1.2617, 2.4073, 0.7744)  0.066
O (-0.4816, 3.9942, -0.5970)  -0.011
C (0.0041, 5.2779, -0.7388)  -0.083
H (0.8406, 4.1358, 3.4341)  0.100
H (0.9971, 2.4686, 2.6470)  0.066
H (-0.5441, 3.0265, 3.2154)  0.100
H (-0.5700, 6.1484, -0.4212)  0.096
H (0.0897, 5.3055, -1.8251)  0.089
H (0.9622, 5.4036, -0.2344)  0.095
C (3.2302, 0.4808, -2.5320)  -0.041
O (2.6672, 1.3304, -3.5349)  0.003
C (1.4046, 1.7809, -3.2891)  -0.449
O (0.6367, 1.4352, -2.3499)  0.013
O (1.0885, 2.5727, -4.3970)  -0.010
C (-0.3006, 3.0733, -4.4204)  -0.018
H (2.9018, -0.5394, -2.7305)  0.073
H (2.9485, 0.7510, -1.5143)  0.082
H (4.3147, 0.5445, -2.4430)  0.094
H (-0.4958, 3.8729, -3.7058)  0.074
H (-0.9793, 2.2987, -4.0632)  0.077
H (-0.7613, 3.4593, -5.3297)  0.092
C (-0.9641, -4.8423, 1.8519)  -0.010
O (0.3559, -4.3549, 2.1189)  -0.010
C (0.9676, -3.3983, 1.3546)  -0.507
O (0.4265, -2.5329, 0.6141)  -0.020
O (2.2857, -3.4092, 1.4916)  -0.004
C (3.1613, -2.4293, 0.9476)  -0.015
H (-1.6975, -4.0364, 1.8767)  0.074
H (-1.2544, -5.6604, 2.5111)  0.103
H (-0.8765, -5.1630, 0.8138)  0.103
H (4.1540, -2.8712, 1.0326)  0.101
H (3.0984, -1.5025, 1.5179)  0.081
H (2.8492, -2.1771, -0.0659)  0.089

Values from the calculation:
- Molar mass: 703.73 g/mol
- HOMO-LUMO gap: 0.1135 hartree
- LUMO level: -0.1982 Ha
- Highest occupied orbital energy: -8.48 eV
- Largest force on an atom: 0.08998 hartree/bohr